[1]
The following is a DFT calculation (wB97M-V/def2-TZVPD) of C28H20Br4ClEuF5N3O2 as an isolated structure.

Cartesian coordinates (Å):
Eu (0.54489, 0.59998, -0.57521)
Br (-0.79152, -1.33556, 1.72926)
C (-1.57400, 0.09119, 2.77396)
C (-2.37357, -0.30334, 3.80734)
C (-2.93087, 0.66388, 4.66214)
C (-2.63770, 1.98206, 4.46591)
C (-1.81490, 2.39605, 3.39252)
C (-1.51245, 3.76454, 3.21571)
C (-0.70694, 4.15496, 2.18687)
C (-0.20906, 3.20413, 1.27159)
C (-0.46370, 1.84300, 1.35521)
C (-1.26427, 1.44394, 2.47592)
H (-2.55530, -1.35557, 3.97631)
H (-3.56800, 0.34833, 5.47835)
H (-3.01731, 2.73766, 5.14488)
H (-1.92399, 4.48492, 3.91387)
H (-0.45148, 5.20196, 2.06078)
H (0.41488, 3.59067, 0.47066)
Br (3.23573, -5.78393, -4.00984)
C (2.08142, -4.48983, -3.23034)
C (2.44404, -3.87518, -2.04169)
C (1.59785, -2.93782, -1.47829)
C (0.38471, -2.61298, -2.09585)
C (0.04221, -3.24337, -3.29718)
C (0.89288, -4.17708, -3.86625)
N (-0.42807, -1.63070, -1.53248)
C (-1.72772, -1.80464, -1.50560)
C (-2.60804, -0.77800, -1.04924)
C (-3.94697, -1.07072, -0.71842)
C (-4.77578, -0.05480, -0.31078)
C (-4.26977, 1.25346, -0.27006)
C (-2.94097, 1.45894, -0.58903)
N (-2.10242, 0.48564, -0.95010)
H (3.38125, -4.12355, -1.56193)
H (1.86283, -2.45430, -0.54822)
H (-0.86890, -2.95991, -3.80735)
H (0.62987, -4.65797, -4.79887)
H (-2.19082, -2.74797, -1.80564)
H (-4.29726, -2.09346, -0.77051)
H (-5.80378, -0.26038, -0.03975)
H (-4.89490, 2.08887, 0.01362)
H (-2.51400, 2.45543, -0.55264)
Br (2.69914, -2.95300, 2.72611)
C (2.83750, -1.58182, 4.06931)
Br (1.91794, 0.09136, 3.67983)
H (3.88739, -1.35441, 4.20361)
H (2.40028, -1.97827, 4.97599)
N (0.09987, 3.64810, -2.79268)
C (0.12125, 2.87382, -1.92573)
H (0.24104, 4.16087, -3.63351)
Cl (5.34714, 0.14544, -0.49649)
C (4.34584, 0.50750, 0.93522)
C (2.90577, 0.59074, 0.45378)
O (2.49438, 1.65425, -0.05962)
O (2.17665, -0.42843, 0.57402)
H (4.66898, 1.45579, 1.35428)
H (4.47841, -0.31027, 1.63642)
F (0.17824, 0.46821, -3.10267)
C (1.53503, 0.92726, -2.92541)
F (2.05462, -0.16155, -2.13934)
C (2.15969, 0.71700, -4.28809)
F (1.68704, 1.64589, -5.15331)
F (1.92307, -0.48637, -4.84750)
F (3.49263, 0.86930, -4.23383)

## Properties
- Energy: -13359.70114 Eh
- Max |F|: 3.7 eV/Å
- Charge: -1
- Spin multiplicity: 8
- ΔE to the lowest compared entry with this formula, charge and spin: 87.5 kJ/mol
- HOMO-LUMO gap (alpha / beta): 4.7266 / 7.4261 eV

Atom charges from the Mulliken analysis, given in e for atoms 1 to 6: number 1, Eu, carries 0.7366; number 2, Br, carries 0.0620; number 3, C, carries 0.4530; number 4, C, carries -0.7296; number 5, C, carries -0.6129; number 6, C, carries -0.8376

[2]
The following is a DFT calculation (wB97M-V/def2-TZVPD) of C28H20IrN6O6S4Se as an isolated structure.

Cartesian coordinates (Å):
Ir (1.76364, 0.31925, -0.28530)
O (2.44113, 0.25188, 3.79070)
C (2.23495, 0.30213, 2.63173)
O (2.78403, 0.07700, 1.54339)
C (0.45980, 0.93089, 2.23399)
O (-0.06590, 1.45432, 3.15076)
O (0.23542, 0.65096, 1.04231)
C (-4.93913, 3.99265, 0.19828)
C (-3.57043, 3.63912, -0.30931)
C (-3.31576, 3.53778, -1.67306)
C (-2.05715, 3.20158, -2.14297)
C (-1.03947, 2.96057, -1.23164)
C (-1.26250, 3.08067, 0.13312)
C (-2.52543, 3.41378, 0.58415)
S (0.53726, 2.44358, -1.82524)
O (1.56059, 2.69656, -0.79503)
O (0.68223, 2.97147, -3.15166)
N (0.55784, 0.82953, -1.83925)
C (0.22223, 0.02022, -2.94175)
C (-0.55300, 0.46109, -4.02257)
C (-0.83786, -0.43901, -5.02745)
C (-0.34992, -1.73847, -4.95274)
C (0.42953, -2.06261, -3.85967)
N (0.71141, -1.20930, -2.87970)
H (-5.69185, 3.87910, -0.57992)
H (-4.96513, 5.02748, 0.54488)
H (-5.21421, 3.35900, 1.04110)
H (-4.11522, 3.72206, -2.37968)
H (-1.86290, 3.14175, -3.20341)
H (-0.45363, 2.92242, 0.82795)
H (-2.70392, 3.49463, 1.64931)
H (-0.89288, 1.47983, -4.08145)
H (-1.44014, -0.12676, -5.87082)
H (-0.56201, -2.46940, -5.71949)
H (0.85730, -3.05342, -3.75261)
S (0.27101, -3.38290, 5.44005)
C (0.10143, -2.90031, 3.87573)
S (1.50060, -2.62818, 2.87125)
C (0.49024, -2.17164, 1.54787)
N (-0.76349, -2.21662, 1.81977)
N (-1.00067, -2.63112, 3.10064)
C (-2.39425, -2.73025, 3.44176)
C (-3.32816, -2.31784, 2.48971)
C (-4.67955, -2.39689, 2.76982)
C (-5.12402, -2.88448, 3.99069)
C (-4.19299, -3.29275, 4.92794)
C (-2.83120, -3.22243, 4.66602)
S (1.07547, -1.85694, -0.07281)
H (-2.99093, -1.94134, 1.53795)
H (-5.39087, -2.07054, 2.02251)
H (-6.18252, -2.94573, 4.20486)
H (-4.51771, -3.67351, 5.88732)
H (-2.12657, -3.54954, 5.40850)
Se (3.38785, 1.05887, -3.12941)
N (3.37681, 0.15452, -1.57417)
C (4.63085, -0.18922, -1.28560)
C (5.04859, -0.96181, -0.16184)
C (6.37642, -1.19471, -0.00335)
C (7.35293, -0.70778, -0.92934)
C (6.98888, -0.01593, -2.03742)
C (5.60179, 0.25158, -2.25030)
N (5.12821, 0.91814, -3.29502)
H (4.31612, -1.33999, 0.53428)
H (6.70928, -1.76823, 0.85127)
H (8.39958, -0.90125, -0.73775)
H (7.70793, 0.34648, -2.75785)

## Properties
- Energy: -5957.41125 Eh
- Max |F|: 7.0 eV/Å
- Spin multiplicity: 2
- ΔE to the lowest compared entry with this formula, charge and spin: 0.0 kJ/mol
- HOMO-LUMO gap (alpha / beta): 5.0318 / 3.5190 eV

Atom charges from the Mulliken analysis, given in e for atoms 1 to 6: number 1, Ir, carries 2.0744; number 2, O, carries -0.5583; number 3, C, carries 0.4206; number 4, O, carries -0.6434; number 5, C, carries 0.6097; number 6, O, carries -0.5684

[3]
The following is a DFT calculation (wB97M-V/def2-TZVPD) of C28H20N4O2Pd as an isolated structure.

Cartesian coordinates (Å):
Pd (0.33493, -0.27918, -0.41592)
O (2.91223, 2.84632, 4.86588)
C (3.54273, 1.91352, 4.39098)
O (4.52473, 1.26962, 4.72958)
C (2.94813, 1.42162, 2.99618)
C (2.14123, 2.26982, 2.25178)
C (1.62583, 1.81232, 1.04148)
N (1.95383, 0.59402, 0.58838)
C (2.73963, -0.22528, 1.28778)
C (3.24613, 0.15502, 2.53048)
C (3.07063, -1.49248, 0.60918)
C (4.25353, -2.18008, 0.87728)
C (4.58803, -3.27588, 0.10168)
C (3.73183, -3.65518, -0.92022)
C (2.55403, -2.94298, -1.09072)
N (2.22083, -1.89608, -0.34972)
C (0.67793, 2.56982, 0.18778)
C (0.11633, 3.78812, 0.55628)
C (-0.79767, 4.39772, -0.29012)
C (-1.11107, 3.78422, -1.49152)
C (-0.49987, 2.57852, -1.79552)
N (0.36003, 1.98132, -0.98402)
H (1.93653, 3.24962, 2.65338)
H (3.84163, -0.50718, 3.13748)
H (4.91463, -1.83238, 1.65448)
H (5.51233, -3.80698, 0.27118)
H (3.97453, -4.47518, -1.57902)
H (1.85913, -3.23118, -1.86892)
H (0.37383, 4.24922, 1.49438)
H (-1.25967, 5.33102, -0.00522)
H (-1.80657, 4.22682, -2.18472)
H (-0.70497, 2.07352, -2.73082)
C (-2.65127, -4.32798, -2.62502)
C (-1.35467, -3.82518, -2.67712)
C (-1.05137, -2.64338, -2.04292)
C (-2.03557, -1.92438, -1.33182)
C (-3.33897, -2.45218, -1.27802)
C (-3.62667, -3.63778, -1.91972)
N (-1.62657, -0.80678, -0.68962)
C (-2.42707, 0.21022, -0.24752)
C (-2.01327, 0.93292, 0.89378)
C (-2.71757, 2.03312, 1.32968)
C (-3.85067, 2.45512, 0.64448)
C (-4.27167, 1.75272, -0.47412)
C (-3.58737, 0.63862, -0.91242)
H (-2.89847, -5.25598, -3.11772)
H (-0.58947, -4.36198, -3.21862)
H (-0.04807, -2.20078, -2.06932)
H (-4.10047, -1.93958, -0.70922)
H (-4.62957, -4.03598, -1.86502)
H (-1.13327, 0.56742, 1.44298)
H (-2.38277, 2.57392, 2.20348)
H (-4.39217, 3.32942, 0.97048)
H (-5.14517, 2.08172, -1.01812)
H (-3.90307, 0.12472, -1.80752)

## Properties
- Energy: -1576.35705 Eh
- Max |F|: 1.7 eV/Å
- Spin multiplicity: 3
- HOMO-LUMO gap (alpha / beta): 7.1699 / 4.9733 eV

Atom charges from the Mulliken analysis, given in e for atoms 1 to 6: number 1, Pd, carries 0.3218; number 2, O, carries -0.6976; number 3, C, carries 0.3934; number 4, O, carries -0.6981; number 5, C, carries -0.2210; number 6, C, carries -0.3750

[4]
The following is a DFT calculation (wB97M-V/def2-TZVPD) of C28H21AsCl5N3PtS2 as an isolated structure.

Cartesian coordinates (Å):
Pt (1.55746, -0.29679, -0.55720)
Cl (3.95111, -0.81715, -3.01780)
C (4.24843, -1.55016, -1.46953)
C (3.28843, -1.40448, -0.47015)
C (3.53763, -2.12995, 0.70005)
Cl (2.38911, -2.04515, 2.01047)
C (4.66176, -2.93056, 0.88267)
Cl (4.90239, -3.80862, 2.34493)
C (5.60690, -3.02332, -0.13701)
Cl (7.01293, -3.99484, 0.06681)
C (5.39544, -2.33098, -1.32390)
Cl (6.54093, -2.46509, -2.60324)
S (2.81278, 1.63163, -0.75485)
C (1.84704, 2.96962, -0.12593)
C (2.49271, 4.17872, 0.15358)
C (1.78173, 5.25593, 0.65032)
C (0.41583, 5.15713, 0.89870)
C (-0.23512, 3.96768, 0.62165)
C (0.47084, 2.89439, 0.08994)
As (-0.31032, 1.18236, -0.27731)
C (-1.46123, 1.42229, -1.80568)
C (-1.08423, 2.32278, -2.79585)
C (-1.84220, 2.43342, -3.95238)
C (-2.97219, 1.64512, -4.12215)
C (-3.34249, 0.73894, -3.13831)
C (-2.58518, 0.62180, -1.98121)
C (-1.49132, 0.93316, 1.22921)
C (-0.95267, 0.30666, 2.35001)
C (-1.70762, 0.18153, 3.50560)
C (-3.00878, 0.66872, 3.54150)
C (-3.54876, 1.28791, 2.42419)
C (-2.78870, 1.42706, 1.26865)
H (3.56111, 4.25437, -0.00434)
H (2.30279, 6.17949, 0.86986)
H (-0.12878, 5.99432, 1.31426)
H (-1.29633, 3.87103, 0.82095)
H (-0.19941, 2.93500, -2.66250)
H (-1.54880, 3.13470, -4.72269)
H (-3.56302, 1.73451, -5.02461)
H (-4.22079, 0.12043, -3.27259)
H (-2.86350, -0.09830, -1.21970)
H (0.05923, -0.08193, 2.31133)
H (-1.28258, -0.29894, 4.37770)
H (-3.60090, 0.56589, 4.44180)
H (-4.56070, 1.67133, 2.45116)
H (-3.21213, 1.92160, 0.40244)
C (-3.17044, -2.48289, 1.75919)
C (-2.12290, -3.58641, 1.65509)
C (-1.05193, -3.25411, 0.66358)
N (-0.70740, -2.06532, 0.34563)
N (0.31669, -2.01889, -0.57012)
C (0.69918, -3.21027, -0.97692)
N (1.56914, -3.41261, -1.98185)
S (-0.14747, -4.48744, -0.18681)
H (-3.92616, -2.75307, 2.49606)
H (-3.66424, -2.33144, 0.79857)
H (-2.71622, -1.53930, 2.05659)
H (-2.58903, -4.53257, 1.37314)
H (-1.64484, -3.75405, 2.62459)
H (2.09647, -2.60258, -2.28360)
H (2.03030, -4.30234, -2.06201)

## Properties
- Energy: -6696.34964 Eh
- Max |F|: 0.8 eV/Å
- ΔE to the lowest compared entry with this formula, charge and spin: 1.4 kJ/mol
- HOMO-LUMO gap: 7.3770 eV

Atom charges from the Mulliken analysis, given in e for atoms 1 to 6: number 1, Pt, carries 1.2025; number 2, Cl, carries -0.1225; number 3, C, carries 1.6559; number 4, C, carries -2.3806; number 5, C, carries 0.9900; number 6, Cl, carries -0.1850